Molecular formula: C5H11NO3
Method: DFT, ωB97M-V/def2-TZVPD

The geometry in XYZ format:
```
20
C5H11NO3, DFT ωB97M-V/def2-TZVPD
O -0.441 1.515 1.685
O 1.130 -0.240 -1.131
O 1.786 1.808 -0.250
N -0.097 0.202 1.229
C -2.186 -1.235 1.040
C -1.176 -0.520 0.181
C 1.182 0.337 -2.433
C 1.351 -0.097 1.237
C 1.421 0.644 -0.079
H 0.183 0.712 -2.678
H -2.598 -0.589 1.818
H 1.553 -1.167 1.162
H 1.913 1.126 -2.616
H -1.725 -2.115 1.501
H -0.177 2.100 0.940
H -1.572 0.368 -0.315
H -3.007 -1.598 0.410
H 1.885 0.429 2.031
H -0.860 -1.220 -0.593
H 1.433 -0.459 -3.139
```

Structure (SMILES)   CCN(O)CC(=O)OC
Gap between HOMO and LUMO   9.225 eV
E_tot   -12992.417 eV
Relative energy (zero: lowest compared OMol25 entry of this formula, charge and spin)   102.3 kcal per mole
HOMO   -8.462 eV